Formula: C27H27Br6N5
Source: the OMol25 dataset
Level of theory: the ωB97M-V functional and the def2-TZVPD basis

XYZ file:
```
65
Properties=species:S:1:pos:R:3:lowdin_charge:R:1
C -1.8570 -0.0391 0.3981 -1.63
Br -1.1450 -0.0514 -1.3111 0.66
Br -3.1581 1.5017 0.5205 0.53
Br -0.5402 0.0316 1.7363 0.62
H -2.4674 -0.9417 0.5022 -0.06
C 1.0995 -3.4576 -1.2195 -1.66
Br 2.2051 -1.9394 -1.0760 0.59
Br 1.5068 -4.7914 0.0672 0.60
Br 0.9663 -4.2211 -3.0588 0.52
H 0.0759 -3.1613 -0.9752 -0.07
N -2.7674 -3.3008 0.5681 0.06
C -2.8879 -3.4365 1.8609 -0.19
C -2.7703 -4.6150 2.5482 -0.07
C -2.4287 -5.7739 1.8157 -0.05
C -2.1674 -5.6005 0.4528 -0.09
C -2.4058 -4.3759 -0.1288 -0.16
H -3.0719 -2.5099 2.4236 0.11
H -2.8434 -4.5849 3.6598 0.12
H -2.3707 -6.7260 2.3933 0.12
H -1.9385 -6.4267 -0.2118 0.11
H -2.3580 -4.2296 -1.2222 0.12
N 0.9007 1.0815 6.3592 0.07
C 0.7014 -0.2103 6.0295 -0.17
C 1.4414 -0.8899 5.1418 -0.12
C 2.5291 -0.2854 4.5723 -0.08
C 2.7424 1.0672 4.7786 -0.07
C 1.9129 1.6663 5.7186 -0.17
H -0.1129 -0.7166 6.5066 0.10
H 1.0452 -1.8897 4.9386 0.11
H 3.0562 -0.8137 3.7912 0.11
H 3.4671 1.7458 4.2768 0.11
H 2.1287 2.7276 5.9708 0.11
N 0.8471 1.5340 -4.5750 0.08
C 1.7385 1.1296 -3.7012 -0.18
C 2.2953 1.8582 -2.6145 -0.09
C 1.8002 3.0765 -2.4044 -0.09
C 0.7939 3.5609 -3.2830 -0.09
C 0.3953 2.8049 -4.3074 -0.19
H 2.1676 0.1238 -3.9367 0.11
H 3.0745 1.4853 -1.9867 0.08
H 2.1217 3.7414 -1.5865 0.11
H 0.3314 4.5705 -3.0236 0.13
H -0.3200 3.2831 -4.9778 0.10
N -4.5690 0.3079 -2.8045 0.05
C -4.7133 -0.7677 -3.5546 -0.14
C -3.9434 -0.9119 -4.7223 -0.08
C -3.0368 0.0521 -5.0594 -0.08
C -2.8862 1.1319 -4.2127 -0.09
C -3.7010 1.2265 -3.1025 -0.24
H -5.4335 -1.4828 -3.2687 0.09
H -4.1351 -1.8443 -5.2847 0.11
H -2.5732 -0.0565 -6.0230 0.11
H -2.2382 1.9010 -4.4376 0.06
H -3.6503 2.1140 -2.5034 0.08
N 3.9055 2.0392 0.4327 0.04
C 4.7231 3.0844 0.6847 -0.14
C 4.3717 4.1682 1.5181 -0.05
C 2.9763 4.2756 1.8267 -0.05
C 2.1173 3.2111 1.4525 -0.08
C 2.6484 2.0735 0.8609 -0.20
H 5.6473 3.0773 0.0742 0.11
H 5.0455 4.9529 1.7575 0.08
H 2.6039 5.1513 2.3605 0.10
H 1.0993 3.1059 1.8360 0.10
H 2.0080 1.1890 0.7391 0.06
```

Properties
Charge   0
HOMO level   -9.206 eV
Largest force on an atom   3.47 eV Å⁻¹
LUMO   -0.06 eV
Energy relative to the best compared isomer or geometry (same formula, charge and spin)   0.000 eV
Gap between HOMO and LUMO   9.15 eV
E   -456139.5040 eV